The following is a DFT calculation (the ωB97M-V functional and the def2-TZVPD basis) of a 2-piece molecular cluster, C7H9F2NO2 overall in a non-equilibrium geometry.

```
21
Properties=species:S:1:pos:R:3
C -0.93358 0.20892 0.95446
C 2.13688 -1.11529 -0.84250
C 0.08301 -2.61648 -0.87440
C 0.97211 -1.76814 -1.63124
C -0.25495 -0.63125 0.07165
C 0.83290 -0.37872 -0.92695
C -1.21517 2.39799 1.68806
N -0.61555 -1.95634 0.01020
O -1.73122 -0.16977 1.78195
O -0.58572 1.51900 0.79386
F -1.35419 2.85478 -1.45087
F 0.78623 0.73558 -1.62631
H 2.56616 -1.70079 0.04914
H 2.93831 -0.75996 -1.42381
H -0.85315 2.31886 -0.88072
H -0.23501 -3.64967 -0.86971
H 1.13231 -1.92766 -2.65964
H -2.18663 2.16773 1.60606
H -1.01218 3.50913 1.38433
H -0.74805 2.08129 2.63862
H -1.34577 -2.35213 0.59375
```

Its largest force on an atom is 4.3 eV/Å. As for the molar mass: 177.15 g/mol. Its HOMO-LUMO gap (spin up / spin down) is 8.00 / 8.00 eV. As for the spin multiplicity: 1.

The following is a DFT calculation (the ωB97M-V functional and the def2-TZVPD basis) of a 2-piece molecular cluster, C7H9FN2 overall in a non-equilibrium geometry.

```
19
Properties=species:S:1:pos:R:3
C 2.31594 -0.40613 0.82363
C 1.83791 0.82739 0.46298
C 1.62085 -1.58515 0.33743
C 0.74882 0.90817 -0.35810
C 0.50555 -1.43910 -0.46781
C 0.08824 -0.18678 -0.87162
C -1.11672 0.01410 -1.62455
N -2.03392 1.33707 0.85504
N -2.39169 0.34188 0.05072
F -2.18971 -0.80646 0.72900
H 3.23065 -0.68871 1.40978
H 2.32134 1.79406 0.80634
H 1.98363 -2.55303 0.60898
H 0.38905 1.88059 -0.63719
H -0.01438 -2.36225 -0.86204
H -1.46922 0.85771 -2.04877
H -1.56186 -0.91411 -2.03058
H -2.99375 1.73226 1.26996
H -1.27074 1.24850 1.54679
```

Its largest force on an atom is 6.0 eV/Å. As for the molar mass: 140.16 g/mol. Its HOMO-LUMO gap (spin up / spin down) is 7.10 / 7.93 eV. As for the spin multiplicity: 3.

The following is a DFT calculation (the ωB97M-V functional and the def2-TZVPD basis) of one molecule with the formula C7H9FOS in a non-equilibrium geometry.

```
19
Properties=species:S:1:pos:R:3
C 2.26357 -0.02912 0.77029
C 0.88729 0.62729 -1.28484
C 1.88939 0.67277 -0.47018
C -1.39320 0.55842 0.61423
C 1.67628 -0.77999 1.68625
C -0.24889 -0.30463 -1.30345
C -1.52301 0.32342 -0.88514
O -0.87698 1.89959 0.86212
F 2.81409 1.66177 -0.66978
S -2.50694 1.85415 1.29589
H 3.28175 0.01531 0.78628
H 0.90753 1.25035 -2.20055
H 0.54810 -0.90979 1.72183
H 2.17680 -1.06198 2.63518
H -0.32963 -0.55122 -2.36379
H -0.25855 -1.20986 -0.73384
H -2.23506 -0.47091 -1.04570
H -1.90689 1.23804 -1.37961
H -2.39671 1.53147 2.65543
```

Its largest force on an atom is 4.4 eV/Å. As for the molar mass: 160.21 g/mol. Its HOMO-LUMO gap (spin up / spin down) is 6.83 / 7.71 eV. As for the spin multiplicity: 3.

The following is a DFT calculation (the ωB97M-V functional and the def2-TZVPD basis) of a 2-piece molecular cluster, C7H9IS overall.

```
18
Properties=species:S:1:pos:R:3
C -2.79367 -2.41218 -0.29407
C -1.62441 -2.30169 0.51587
C -3.20601 -1.21959 -0.78908
C -1.20743 -1.02560 0.59480
C 2.21918 2.42617 -0.48385
C 1.33492 1.43539 0.27416
C 2.04825 0.33075 0.92708
S -2.17859 0.07623 -0.28293
I 3.53013 -0.74984 -0.00021
H -3.28317 -3.35003 -0.48551
H -1.14732 -3.13796 0.99396
H -4.04862 -1.00714 -1.41462
H 2.78931 1.92128 -1.25976
H 2.91377 2.91299 0.19731
H 1.59461 3.18401 -0.94778
H 0.59992 1.03285 -0.43894
H 0.76554 1.96598 1.03956
H 1.69359 -0.08161 1.85400
```

Its largest force on an atom is 0.7 eV/Å. As for the molar mass: 252.12 g/mol. Its HOMO-LUMO gap (spin up / spin down) is 9.51 / 6.32 eV. As for the spin multiplicity: 1.

The following is a DFT calculation (the ωB97M-V functional and the def2-TZVPD basis) of a 2-piece molecular cluster, C7H9ISi overall in a non-equilibrium geometry.

```
18
Properties=species:S:1:pos:R:3
C -0.27321 0.24392 -1.61394
C -0.03704 1.54995 -1.27273
C -0.22954 -0.81256 -0.71600
C 0.44050 1.79761 -0.01410
C 0.31510 -0.55437 0.58138
C 0.60723 0.80567 0.95422
C 1.30649 1.09505 2.26576
Si -1.86243 3.27046 2.00967
I -4.11463 2.30905 2.72858
H -0.68661 0.00039 -2.57855
H -0.18796 2.40403 -2.04371
H -0.54682 -1.82714 -1.06346
H 0.84069 2.79809 0.23088
H 0.56306 -1.30105 1.19341
H 2.06675 0.39646 2.56488
H 1.90154 2.02166 2.21251
H 0.66860 1.20909 3.13231
H -2.04593 3.47182 0.44748
```

Its largest force on an atom is 5.5 eV/Å. As for the molar mass: 248.14 g/mol. Its HOMO-LUMO gap is 7.50 eV. As for the spin multiplicity: 1.

The following is a DFT calculation (the ωB97M-V functional and the def2-TZVPD basis) of C7H9N as an isolated structure in a non-equilibrium geometry.

```
17
Properties=species:S:1:pos:R:3
C 0.17216 1.79956 0.12405
C -0.69153 -0.93450 0.07853
C 1.41385 0.35069 -0.29221
C -1.50810 0.12206 0.01809
C 0.78385 -0.80640 0.36997
C 2.86750 0.51216 -0.17638
C -2.97387 0.08778 -0.26309
N -0.94755 1.36128 0.25680
H -1.08378 -1.93305 -0.02962
H 0.93579 -0.75575 1.46238
H 1.31009 -1.71199 0.05014
H 3.28037 0.09482 -1.10045
H 3.32350 -0.01682 0.66746
H 3.14634 1.56203 -0.15850
H -3.32564 -0.93687 -0.35001
H -3.18406 0.61560 -1.19268
H -3.51893 0.58940 0.53552
```

Its largest force on an atom is 1.9 eV/Å. As for the molar mass: 107.16 g/mol. Its HOMO-LUMO gap (spin up / spin down) is 7.52 / 7.43 eV. As for the spin multiplicity: 1.